Entry 1:
# C6H8FN

One molecule with the formula C6H8FN at a distorted geometry (wB97M-V/def2-TZVPD, OMol25).

Properties
**Multiplicity**: 1
**LUMO level (alpha / beta)**: 0.002 / 0.005 hartree
**HOMO (alpha / beta)**: -7.579 / -7.017 eV
**ΔE to the lowest compared entry with this formula, charge and spin**: 5.663 eV

Atoms and positions in Å:
C (-0.119, 1.649, 0.768)
C (0.794, -1.123, -0.202)
C (-1.082, -0.441, 0.388)
C (0.859, 1.362, -0.392)
C (1.647, 0.069, 0.089)
C (-2.023, -1.301, -0.357)
N (-1.033, 0.732, 0.831)
F (1.066, -2.299, 0.394)
H (0.124, 2.451, 1.492)
H (0.202, 1.030, -1.219)
H (1.611, 2.092, -0.761)
H (1.939, 0.113, 1.108)
H (2.508, -0.067, -0.478)
H (-2.016, -0.637, -1.295)
H (-2.997, -1.385, 0.088)
H (-1.479, -2.247, -0.453)

Here are the Mulliken charges for atoms 1 to 2, given in e:
1. C -0.23
2. C -0.08

=====

Entry 2:
# C55H113N6O17

C55H113N6O17 as an isolated structure at a distorted geometry (wB97M-V/def2-TZVPD, OMol25).

Properties
**Multiplicity**: 1
**LUMO level**: -0.250 hartree
**HOMO**: -8.388 eV
**Charge**: +1
**ΔE to the lowest compared entry with this formula, charge and spin**: 6.864 eV

Atoms and positions in Å:
C (0.797, 5.119, -7.120)
C (-0.714, 5.425, -6.824)
C (-1.484, 4.813, -8.051)
C (-2.995, 4.844, -7.939)
C (-3.348, 3.842, -6.699)
C (-2.801, 4.335, -5.358)
N (-1.237, 4.683, -5.569)
O (-0.510, 5.027, -4.410)
C (-2.889, 3.046, -4.450)
C (-3.639, 5.450, -4.733)
C (-1.124, 6.964, -6.768)
H (0.951, 5.490, -8.134)
H (0.921, 4.038, -7.058)
H (1.506, 5.637, -6.475)
H (-1.223, 3.759, -8.145)
H (-1.261, 5.217, -9.039)
H (-3.478, 4.461, -8.838)
H (-3.426, 5.828, -7.752)
H (-2.904, 2.874, -6.933)
H (-4.427, 3.736, -6.591)
H (-3.545, 3.113, -3.582)
H (-1.928, 2.855, -3.973)
H (-3.018, 2.137, -5.038)
H (-3.100, 5.950, -3.929)
H (-4.543, 5.068, -4.258)
H (-3.936, 6.184, -5.482)
H (-1.027, 7.549, -7.683)
H (-0.435, 7.488, -6.105)
H (-2.130, 7.027, -6.353)
C (-4.062, -1.886, 5.825)
C (-3.053, -2.862, 5.327)
C (-2.664, -3.864, 6.432)
C (-3.599, -4.927, 6.789)
C (-3.622, -5.879, 5.541)
C (-4.261, -5.082, 4.308)
N (-3.580, -3.720, 4.178)
O (-4.101, -2.973, 3.118)
C (-5.756, -4.850, 4.483)
C (-3.906, -5.882, 3.061)
C (-1.730, -2.129, 4.890)
H (-4.755, -1.476, 5.089)
H (-3.627, -1.086, 6.425)
H (-4.690, -2.269, 6.629)
H (-2.373, -3.314, 7.327)
H (-1.749, -4.336, 6.075)
H (-4.572, -4.438, 6.849)
H (-3.391, -5.442, 7.727)
H (-4.262, -6.739, 5.740)
H (-2.629, -6.222, 5.251)
H (-6.019, -4.312, 5.395)
H (-6.362, -5.755, 4.499)
H (-6.173, -4.442, 3.562)
H (-4.166, -5.486, 2.079)
H (-4.272, -6.909, 3.048)
H (-2.825, -5.997, 2.983)
H (-0.869, -2.765, 4.685)
H (-1.352, -1.328, 5.524)
H (-1.992, -1.459, 4.071)
C (3.858, 0.401, 2.628)
C (4.207, -0.763, 1.846)
C (5.697, -1.294, 2.183)
N (6.097, -2.580, 1.429)
C (4.976, -3.587, 1.675)
C (7.495, -3.107, 1.859)
C (8.530, -2.194, 1.057)
C (7.759, -1.863, -0.210)
C (6.338, -2.333, -0.048)
H (4.567, 1.212, 2.464)
H (3.931, 0.058, 3.660)
H (2.877, 0.819, 2.400)
H (3.976, -0.453, 0.827)
H (3.456, -1.498, 2.134)
H (5.778, -1.641, 3.213)
H (6.478, -0.540, 2.095)
H (5.487, -4.531, 1.484)
H (4.056, -3.471, 1.103)
H (4.738, -3.562, 2.739)
H (7.436, -4.143, 1.528)
H (7.478, -2.991, 2.943)
H (9.445, -2.781, 0.978)
H (8.918, -1.364, 1.648)
H (8.250, -2.138, -1.144)
H (7.849, -0.779, -0.270)
H (6.461, -3.304, -0.527)
H (5.502, -1.804, -0.506)
C (-2.462, -2.428, -3.459)
C (-1.610, -3.431, -2.652)
C (-1.897, -4.895, -3.007)
N (-1.294, -5.941, -1.989)
C (-2.002, -5.656, -0.557)
C (0.274, -5.777, -1.758)
C (0.957, -6.994, -2.316)
C (-0.143, -7.722, -3.094)
C (-1.470, -7.356, -2.500)
H (-2.344, -2.596, -4.529)
H (-2.117, -1.397, -3.382)
H (-3.530, -2.482, -3.243)
H (-1.679, -3.121, -1.609)
H (-0.571, -3.194, -2.883)
H (-1.589, -5.041, -4.043)
H (-2.969, -4.974, -2.831)
H (-3.048, -5.876, -0.772)
H (-1.939, -4.608, -0.266)
H (-1.686, -6.420, 0.154)
H (0.541, -5.757, -0.701)
H (0.465, -4.799, -2.199)
H (1.288, -7.641, -1.503)
H (1.838, -6.665, -2.865)
H (0.069, -8.788, -3.018)
H (0.044, -7.439, -4.131)
H (-1.653, -8.022, -1.656)
H (-2.233, -7.390, -3.277)
C (-1.944, 4.252, -1.378)
C (-1.585, 2.682, -1.375)
C (-1.296, 2.164, 0.038)
N (-0.626, 0.722, 0.147)
C (0.869, 0.800, -0.329)
C (-0.770, 0.023, 1.547)
C (-2.125, -0.725, 1.495)
C (-2.675, -0.646, 0.069)
C (-1.378, -0.334, -0.751)
H (-2.895, 4.517, -0.915)
H (-1.903, 4.532, -2.430)
H (-1.126, 4.797, -0.907)
H (-0.713, 2.707, -2.028)
H (-2.396, 2.154, -1.876)
H (-2.275, 2.125, 0.516)
H (-0.611, 2.752, 0.648)
H (1.399, 1.623, 0.151)
H (0.724, 0.922, -1.402)
H (1.360, -0.106, 0.024)
H (0.077, -0.648, 1.687)
H (-0.878, 0.757, 2.346)
H (-1.930, -1.775, 1.712)
H (-2.901, -0.243, 2.090)
H (-3.093, -1.587, -0.289)
H (-3.418, 0.152, 0.057)
H (-0.839, -1.277, -0.836)
H (-1.520, 0.135, -1.725)
C (0.142, 7.024, 0.519)
C (1.662, 6.964, 0.764)
C (2.169, 5.579, 1.207)
N (3.189, 5.586, 2.436)
C (4.307, 6.512, 2.061)
C (3.548, 4.099, 2.683)
C (2.513, 3.570, 3.571)
C (1.912, 4.631, 4.412)
C (2.381, 5.956, 3.692)
H (-0.154, 7.989, 0.930)
H (-0.444, 6.226, 0.974)
H (0.146, 6.970, -0.570)
H (1.835, 7.669, 1.577)
H (2.290, 7.215, -0.090)
H (2.763, 5.073, 0.446)
H (1.359, 4.940, 1.560)
H (4.755, 6.043, 1.184)
H (5.051, 6.393, 2.849)
H (4.062, 7.511, 1.701)
H (4.490, 4.158, 3.228)
H (3.699, 3.541, 1.758)
H (2.940, 2.764, 4.168)
H (1.703, 3.198, 2.943)
H (2.126, 4.649, 5.481)
H (0.832, 4.512, 4.330)
H (3.250, 6.343, 4.225)
H (1.632, 6.711, 3.455)
O (5.748, 2.648, -1.767)
C (4.985, 2.965, -0.757)
O (5.688, 3.387, 0.165)
O (3.748, 3.092, -0.773)
H (6.545, 2.850, -1.272)
O (-5.405, -0.441, -2.412)
C (-6.219, -1.408, -2.069)
O (-7.296, -1.534, -2.566)
O (-5.669, -2.202, -1.261)
H (-4.757, -0.957, -1.926)
O (2.400, -1.237, -2.510)
C (2.808, -2.400, -2.047)
O (2.949, -3.287, -2.882)
O (3.180, -2.508, -0.914)
H (2.426, -1.835, -3.261)
O (0.237, -3.368, 0.573)
C (0.250, -3.691, 1.853)
O (1.190, -3.244, 2.460)
O (-0.676, -4.273, 2.410)
H (1.049, -2.857, 0.540)
O (-2.483, 1.188, 4.081)
C (-1.897, 2.396, 4.231)
O (-1.861, 2.893, 5.383)
O (-1.614, 3.021, 3.199)
H (-2.537, 1.012, 5.023)

Here are the Mulliken charges for atoms 1 to 2, given in e:
1. C -1.54
2. C 1.13

=====

Entry 3:
# C30H43AsMnN4PS

C30H43AsMnN4PS as an isolated structure at a distorted geometry (wB97M-V/def2-TZVPD, OMol25).

Properties
**Multiplicity**: 5
**LUMO level (alpha / beta)**: -0.275 / -0.264 hartree
**HOMO (alpha / beta)**: -13.441 / -13.515 eV
**Charge**: +2
**ΔE to the lowest compared entry with this formula, charge and spin**: 0.000 eV

Atoms and positions in Å:
Mn (0.108, 0.478, 0.149)
N (-1.028, 2.407, 3.873)
C (-0.493, 1.994, 2.734)
S (-1.133, 0.493, 2.058)
N (0.477, 2.666, 2.169)
N (0.891, 2.127, 1.022)
C (1.912, 2.629, 0.413)
C (2.321, 1.960, -0.805)
C (3.430, 2.338, -1.550)
C (3.764, 1.617, -2.683)
C (2.987, 0.519, -3.038)
C (1.903, 0.192, -2.252)
N (1.557, 0.895, -1.166)
H (-1.809, 1.917, 4.273)
H (-0.701, 3.251, 4.319)
H (2.433, 3.495, 0.803)
H (4.020, 3.187, -1.231)
H (4.619, 1.896, -3.284)
H (3.214, -0.076, -3.910)
H (1.279, -0.660, -2.492)
C (-1.332, -0.325, -4.019)
C (-1.969, 0.701, -3.080)
C (-3.414, 0.965, -3.506)
C (-1.177, 2.014, -3.169)
P (-1.907, 0.128, -1.261)
C (-3.095, 1.287, -0.489)
C (-4.427, 1.025, -0.187)
C (-5.232, 2.022, 0.347)
C (-4.729, 3.294, 0.572)
C (-3.403, 3.573, 0.265)
C (-2.599, 2.575, -0.254)
C (-2.485, -1.665, -1.120)
C (-3.726, -2.030, -1.934)
C (-2.739, -1.956, 0.364)
C (-1.299, -2.535, -1.572)
H (-1.310, 0.099, -5.025)
H (-1.908, -1.246, -4.078)
H (-0.303, -0.562, -3.742)
H (-3.410, 1.275, -4.553)
H (-3.870, 1.766, -2.926)
H (-4.039, 0.078, -3.429)
H (-1.076, 2.301, -4.217)
H (-0.172, 1.915, -2.756)
H (-1.691, 2.828, -2.658)
H (-4.857, 0.049, -0.359)
H (-6.267, 1.806, 0.578)
H (-5.368, 4.065, 0.979)
H (-3.002, 4.565, 0.426)
H (-1.564, 2.803, -0.492)
H (-4.586, -1.410, -1.693)
H (-3.994, -3.062, -1.696)
H (-3.556, -1.980, -3.007)
H (-3.526, -1.335, 0.787)
H (-1.829, -1.801, 0.948)
H (-3.032, -3.001, 0.476)
H (-1.116, -2.462, -2.641)
H (-1.509, -3.581, -1.341)
H (-0.383, -2.251, -1.042)
C (0.763, -3.076, 1.719)
As (1.469, -1.355, 1.161)
C (3.105, -1.928, 0.273)
C (2.091, -0.647, 2.911)
C (3.402, -1.206, 3.365)
C (3.456, -2.271, 4.261)
C (4.677, -2.751, 4.709)
C (5.858, -2.176, 4.263)
C (5.816, -1.117, 3.364)
C (4.596, -0.639, 2.919)
H (1.518, -3.591, 2.310)
H (0.518, -3.681, 0.848)
H (-0.134, -2.932, 2.319)
H (3.662, -2.573, 0.951)
H (3.726, -1.077, -0.001)
H (2.851, -2.490, -0.626)
H (1.291, -0.900, 3.607)
H (2.147, 0.439, 2.833)
H (2.534, -2.711, 4.625)
H (4.705, -3.570, 5.415)
H (6.809, -2.545, 4.622)
H (6.736, -0.662, 3.021)
H (4.561, 0.200, 2.230)

Here are the Mulliken charges for atoms 1 to 2, given in e:
1. Mn 0.51
2. N -0.36

=====

Entry 4:
# C9H16N2O2

A 2-piece molecular cluster, C9H16N2O2 overall at a distorted geometry (wB97M-V/def2-TZVPD, OMol25).

Properties
**Multiplicity**: 1
**LUMO level**: 0.016 hartree
**HOMO**: -8.922 eV
**ΔE to the lowest compared entry with this formula, charge and spin**: 4.590 eV
**SMILES string**: O=c1cc[nH]c(=O)[nH]1.CCCCC

Atoms and positions in Å:
O (-2.320, 2.272, -1.346)
C (-2.587, 1.264, -0.670)
C (-2.387, 1.119, 0.731)
C (-3.151, 0.133, 1.336)
N (-3.829, -0.873, 0.715)
C (-3.970, -0.873, -0.657)
O (-4.508, -1.715, -1.327)
N (-3.252, 0.204, -1.196)
H (-1.782, 1.992, 1.098)
H (-2.946, 0.033, 2.363)
H (-4.059, -1.754, 1.245)
H (-3.565, 0.389, -2.216)
C (4.494, -0.481, -1.250)
C (3.664, -0.371, -0.003)
C (2.159, -0.101, -0.383)
C (1.284, 0.357, 0.834)
C (-0.175, 0.058, 0.769)
H (3.839, -1.248, -1.881)
H (4.410, 0.541, -1.783)
H (5.599, -0.698, -1.028)
H (4.227, 0.327, 0.813)
H (3.657, -1.299, 0.832)
H (2.089, 0.856, -1.023)
H (1.678, -1.026, -0.778)
H (1.628, 1.392, 1.051)
H (1.574, -0.366, 1.621)
H (-0.112, -0.941, 0.309)
H (-0.842, 0.051, 1.774)
H (-0.818, 0.760, 0.048)

Here are the Mulliken charges for atoms 1 to 2, given in e:
1. O -0.68
2. C 0.43

=====

> Among the records above, which one has the lowest ΔE to the lowest compared entry with this formula, charge and spin?

C30H43AsMnN4PS